{"formula": "C8H22OSi2", "method": "ωB97M-V/def2-TZVPD", "charge": 0, "homo_energy_ev": -7.708, "species": ["C", "H", "H", "H", "H", "H", "H", "H", "C", "C", "C", "H", "H", "H", "H", "H", "Si", "H", "C", "C", "H", "C", "H", "H", "C", "H", "H", "O", "Si", "H", "H", "H", "H"], "xyz": [[0.895, -0.830, -3.599], [-0.237, 3.193, -0.082], [-3.539, 0.424, 3.795], [0.397, -0.185, 3.920], [2.951, 1.268, 0.361], [-1.244, -2.752, -2.800], [1.788, -1.599, -3.643], [1.254, 0.168, -3.936], [-0.032, 2.429, -0.870], [-3.061, -0.508, 3.404], [0.858, 1.410, -0.104], [-0.912, -0.227, -2.643], [-3.710, -0.988, 2.580], [2.513, 2.437, -0.996], [0.459, 1.246, 0.861], [0.751, -0.848, 2.341], [-1.636, 0.205, 2.347], [-2.854, -1.216, 4.069], [-0.028, -0.701, 3.079], [-0.458, -2.225, -2.135], [-0.770, -2.462, -1.051], [0.039, -0.806, -2.367], [-1.071, 1.960, -1.031], [2.141, 3.023, 0.762], [2.255, 2.147, 0.013], [0.423, 2.838, -1.730], [-0.534, -1.589, 3.444], [-1.727, -0.024, 0.830], [1.036, -0.340, -0.820], [0.258, -1.151, -4.574], [-1.447, 1.808, 2.619], [0.410, -3.025, -2.229], [1.855, -1.549, -0.284]]}

{"formula": "C8H23AuCl2O2P2", "method": "ωB97M-V/def2-TZVPD", "spin_multiplicity": 3, "charge": 2, "homo_energy_ev": [-16.495, -17.353], "species": ["H", "H", "C", "C", "C", "H", "H", "H", "H", "C", "H", "C", "Au", "H", "O", "H", "H", "P", "H", "C", "H", "C", "H", "P", "H", "H", "H", "H", "H", "H", "C", "H", "Cl", "Cl", "H", "O", "H", "H"], "xyz": [[-2.482, 0.091, -3.284], [2.553, 2.644, -0.281], [0.109, -3.271, -1.501], [-0.774, -2.983, 1.202], [-1.418, -0.028, -3.025], [-2.249, -0.094, 1.827], [-0.697, -4.078, 1.257], [-0.249, 4.195, -1.660], [2.213, -2.596, 1.620], [-0.311, 3.099, -1.712], [0.335, -4.337, -1.344], [1.765, 3.173, 0.269], [0.508, 0.069, 0.118], [2.138, -4.005, 0.491], [-2.076, 0.187, 2.739], [-0.571, -2.568, 2.197], [-0.961, -0.920, -3.509], [0.174, 2.386, -0.114], [-1.151, 4.096, 0.973], [-1.280, -0.256, -1.562], [-1.992, 2.491, 0.930], [2.062, -2.911, 0.582], [-0.945, -3.166, -1.789], [0.439, -2.319, 0.020], [-1.785, -2.712, 0.868], [-0.837, 0.868, -3.320], [0.352, 2.730, -2.506], [1.968, 3.045, 1.338], [1.753, 4.235, -0.016], [2.828, -2.429, -0.039], [-1.035, 3.008, 1.086], [0.727, -2.859, -2.311], [1.303, -0.363, -2.573], [1.414, 0.223, 2.274], [-1.098, 0.142, 2.823], [-2.174, -0.519, -0.786], [-0.664, 2.783, 2.093], [-1.347, 2.833, -1.949]]}

{"formula": "C8H23B2F6FeN2O6S2", "method": "ωB97M-V/def2-TZVPD", "spin_multiplicity": 6, "charge": 0, "homo_energy_ev": [-10.317, -10.116], "species": ["O", "H", "B", "F", "F", "O", "C", "N", "H", "F", "H", "H", "H", "F", "H", "O", "O", "H", "H", "O", "H", "F", "C", "S", "H", "N", "C", "H", "H", "C", "H", "H", "C", "C", "H", "C", "C", "H", "H", "H", "H", "H", "H", "H", "S", "F", "B", "O", "Fe", "H"], "xyz": [[-4.769, -0.150, -1.104], [-1.892, 3.185, -0.379], [0.226, -2.828, -0.192], [-3.525, -3.114, -0.617], [-2.708, -2.924, -2.683], [-4.165, -1.276, 1.210], [-1.258, 2.585, -1.033], [1.409, 0.033, 0.703], [-0.025, 3.155, 1.030], [-4.214, 1.356, 2.649], [6.048, -0.781, 1.813], [-0.508, -2.451, 0.502], [0.198, 1.057, 2.116], [-4.823, -2.712, -2.543], [0.910, -0.204, -3.511], [-0.449, 1.691, -0.351], [4.076, -0.348, 1.845], [3.006, -0.868, -0.145], [-0.324, -2.961, -1.111], [-3.068, 0.022, -2.774], [-0.688, 3.370, -1.531], [-4.303, 1.950, 0.552], [0.506, 2.423, 0.421], [-3.004, -0.426, 1.064], [1.667, 1.736, 2.018], [-2.224, -0.412, -0.512], [-3.681, -2.488, -1.892], [4.826, 0.421, 0.232], [-1.819, 2.010, -1.769], [3.922, 0.574, 0.821], [5.259, -1.019, 3.438], [0.888, -2.012, -0.438], [5.307, -0.422, 2.527], [-3.525, 1.394, 1.552], [1.234, 3.051, -0.092], [0.937, 1.283, 1.347], [2.703, 0.164, 0.037], [2.594, 0.766, -0.864], [3.790, 1.619, 1.104], [1.082, -0.532, -1.812], [1.787, -0.467, 1.495], [0.391, -1.743, -2.781], [5.595, 0.578, 2.851], [0.815, -3.641, 0.203], [-3.452, -0.573, -1.527], [-2.406, 2.095, 1.735], [0.434, -0.671, -2.663], [-1.976, -0.755, 1.993], [-0.277, -0.502, -0.509], [-0.526, -0.238, -2.427]]}

{"formula": "C8H23BrMnNO4", "method": "ωB97M-V/def2-TZVPD", "spin_multiplicity": 6, "charge": 1, "homo_energy_ev": [-11.661, -11.661], "species": ["C", "H", "H", "C", "Br", "C", "H", "O", "Mn", "H", "H", "C", "H", "H", "H", "H", "C", "C", "H", "H", "N", "H", "H", "O", "H", "C", "H", "H", "O", "C", "O", "H", "H", "H", "H", "H", "H", "H"], "xyz": [[3.533, 3.639, 2.253], [-3.002, -3.297, -4.852], [-3.538, -4.003, -3.366], [2.838, -1.640, -1.478], [-1.981, 2.523, 0.935], [-3.230, -3.058, -3.814], [0.571, -2.176, -3.731], [-5.556, 5.379, 5.603], [-2.687, -0.172, -1.648], [3.814, 4.660, 2.509], [-0.867, -4.081, -3.957], [-1.010, -3.437, -3.089], [3.055, -2.205, -2.385], [1.577, 3.558, 2.676], [3.673, -0.942, -1.430], [-5.726, 5.730, 4.726], [1.513, -0.897, -1.718], [2.843, -1.950, 0.957], [-3.963, 4.871, 6.715], [1.639, -0.398, -2.679], [0.344, -1.815, -1.738], [-3.781, 4.384, 5.034], [-4.051, -2.342, -3.835], [2.381, 3.260, 3.107], [1.133, -3.527, -2.793], [0.344, -2.777, -2.850], [1.414, -0.121, -0.959], [-3.598, 6.138, 5.454], [-2.054, -2.532, -3.122], [-4.100, 5.198, 5.685], [2.866, -2.534, -0.321], [2.081, -1.170, 0.966], [3.225, 3.526, 1.213], [2.730, -2.721, 1.719], [3.796, -1.452, 1.135], [-1.278, -4.179, -2.336], [4.417, 3.030, 2.441], [0.638, -2.469, -1.027]]}

{"formula": "C8H23F6NO5PTi", "method": "ωB97M-V/def2-TZVPD", "spin_multiplicity": 4, "charge": 0, "homo_energy_ev": [-4.210, -10.274], "species": ["H", "H", "C", "C", "O", "H", "C", "H", "H", "H", "H", "H", "N", "H", "H", "F", "F", "H", "C", "Ti", "H", "H", "F", "H", "O", "C", "F", "O", "H", "F", "C", "H", "P", "H", "O", "H", "C", "H", "H", "H", "H", "F", "O", "C", "H"], "xyz": [[-11.034, 17.208, 22.720], [-10.708, 16.394, 16.100], [-9.230, 15.353, 17.169], [-9.552, 14.238, 19.192], [-12.399, 17.516, 18.048], [-9.113, 16.585, 15.357], [-9.648, 16.553, 16.310], [-8.132, 15.275, 17.122], [-9.692, 18.043, 23.413], [-12.541, 18.046, 17.245], [-10.016, 18.485, 16.486], [-7.355, 17.484, 16.907], [-9.477, 17.825, 17.035], [-7.935, 18.958, 16.283], [-10.165, 13.425, 18.789], [-11.383, 22.681, 16.578], [-9.584, 22.082, 17.889], [-9.873, 19.770, 21.604], [-10.729, 19.162, 21.920], [-10.476, 17.595, 19.245], [-11.802, 19.711, 20.324], [-6.640, 19.369, 18.360], [-11.672, 22.106, 18.800], [-5.644, 17.735, 19.593], [-9.411, 17.036, 21.560], [-8.086, 18.271, 17.123], [-12.382, 20.703, 17.029], [-11.567, 18.903, 20.807], [-6.619, 16.594, 20.519], [-10.214, 20.668, 16.255], [-7.633, 18.917, 18.440], [-8.477, 17.237, 21.683], [-11.024, 21.376, 17.469], [-12.364, 16.598, 17.740], [-9.750, 15.433, 18.479], [-9.686, 14.422, 20.254], [-10.182, 17.841, 22.458], [-8.335, 19.721, 18.669], [-8.549, 13.789, 19.122], [-9.443, 14.426, 16.620], [-6.548, 16.385, 18.790], [-10.644, 20.119, 18.419], [-7.672, 18.023, 19.528], [-6.562, 17.142, 19.577], [-11.337, 19.621, 22.705]]}

{"formula": "C8H23MnNO12P2", "method": "ωB97M-V/def2-TZVPD", "spin_multiplicity": 6, "charge": -4, "homo_energy_ev": [5.700, 4.512], "species": ["C", "H", "O", "H", "C", "H", "H", "H", "H", "C", "C", "O", "C", "H", "H", "O", "C", "H", "O", "H", "O", "H", "H", "H", "H", "O", "O", "N", "H", "H", "O", "H", "H", "C", "P", "H", "O", "O", "H", "O", "O", "P", "Mn", "H", "C", "H", "H"], "xyz": [[-1.440, 1.553, -1.780], [-1.130, 0.785, 1.673], [0.317, 2.762, 3.326], [-2.391, 1.305, -1.285], [-1.020, -2.783, -1.116], [-3.635, 2.076, 1.520], [-2.213, -4.733, 0.190], [-2.053, 2.761, 1.971], [-1.708, 2.085, -2.709], [0.129, -1.812, -0.987], [-2.690, 1.873, 2.051], [1.718, 2.653, 1.001], [3.527, -2.487, 1.245], [4.015, -3.122, 1.995], [-3.332, -3.651, 1.054], [4.115, -0.456, -1.981], [-0.753, 0.223, -2.153], [-1.160, -0.489, -0.348], [2.578, -1.714, 1.932], [-3.458, -3.801, -0.667], [2.501, 1.630, 3.100], [4.285, -1.866, 0.747], [-0.610, -3.803, -1.196], [0.103, 0.388, -2.809], [3.054, -3.073, 0.435], [-0.599, 2.347, -0.963], [-1.826, -2.700, 0.018], [-0.290, -0.398, -0.886], [0.847, -2.008, -0.191], [-0.300, 4.107, -0.054], [2.816, 0.294, 0.139], [-1.503, -0.418, -2.641], [-2.852, 1.696, 3.121], [-2.730, -3.769, 0.156], [3.457, 0.714, -1.291], [-1.978, 3.613, -0.099], [0.464, 0.790, 1.639], [2.086, 1.331, -1.860], [-1.591, -2.608, -2.045], [4.383, 1.843, -0.892], [-2.113, 0.749, 1.424], [1.227, 1.997, 2.351], [1.058, 1.164, -0.240], [-1.297, 4.217, -1.599], [-1.050, 3.642, -0.694], [0.742, -1.895, -1.896], [2.299, -1.012, 1.297]]}

Number 1: largest force on an atom 6.17 eV/Å. Number 2: largest force on an atom 5.77 eV/Å. Number 3: largest force on an atom 5.14 eV/Å. Number 4: largest force on an atom 3.09 eV/Å. Number 5: largest force on an atom 3.92 eV/Å. Number 6: largest force on an atom 4.38 eV/Å.